(1)
The following is a DFT calculation (ωB97M-V/def2-TZVPD) of the molecule C2H2F2S2 in a non-equilibrium geometry.

Output
SMILES string: FC(=S)[C@@H](F)S
HOMO level (eV): -9.6615
ΔE to the lowest compared entry with this formula, charge and spin (kcal/mol): 30.7

The geometry in XYZ format:
```
8
Properties=species:S:1:pos:R:3:forces:R:3
F 0.84617 1.91646 0.70899 0.516 0.149 0.015
S -1.13366 0.87630 1.99177 0.291 -0.105 0.005
H -0.99054 -0.27006 -0.77018 -4.127 -0.939 -0.722
F 0.49675 0.62191 -1.60662 0.659 0.340 -0.899
C -0.04420 0.96756 0.83485 -1.095 -1.577 -2.829
S 0.88541 -1.51040 -0.02767 -1.419 -1.614 -1.168
H -0.02465 -2.53667 -0.52634 1.475 1.706 0.672
C -0.03528 -0.06511 -0.60480 3.699 2.041 4.927
```
Positions in Å, forces in eV/Å.

(2)
The following is a DFT calculation (ωB97M-V/def2-TZVPD) of the molecule C7H14O in a non-equilibrium geometry.

Output
SMILES string: C1CCCOCCC1
HOMO level (eV): -9.2622
ΔE to the lowest compared entry with this formula, charge and spin (kcal/mol): 157.1

The geometry in XYZ format:
```
22
Properties=species:S:1:pos:R:3:forces:R:3
C -0.12341 1.10517 -0.04770 2.180 -4.156 1.615
H 2.36459 -0.00399 -1.21113 0.392 0.187 -0.369
H -2.90658 -0.52656 0.25806 -4.880 -0.786 2.094
C -1.16434 -1.34831 0.23770 -1.277 2.648 1.199
H 1.77455 2.29739 0.81055 -0.625 -2.925 -0.892
C 1.47660 1.43810 0.00169 -0.873 4.730 -0.699
C -1.72080 1.27994 -0.07604 2.846 -0.337 1.220
H -2.28801 -0.05009 -1.41959 -0.323 -1.870 1.515
H -0.02334 0.19437 -0.70731 -0.190 2.169 0.078
H 0.10338 0.49964 0.95154 -1.674 1.091 -1.448
H -1.37864 -1.17995 1.44060 2.358 -0.282 -2.380
H -1.95841 1.53021 0.91239 -0.750 1.193 1.355
H 3.10671 -0.07819 0.39992 -1.386 0.207 -0.585
H -1.75499 -2.20241 0.15785 -0.612 -1.838 -0.848
O 0.06808 -1.56576 -0.50740 -2.572 -1.055 0.411
C 1.30334 -1.42589 -0.00474 2.964 2.139 5.320
H -2.08644 1.98500 -0.79854 -0.319 0.142 -0.248
H 1.44482 -1.66192 1.14522 -1.343 0.755 -1.376
H 1.84579 2.06991 -0.87125 -0.635 -0.940 0.490
H 1.96322 -2.24087 -0.23242 0.432 -0.121 -1.695
C 2.12027 0.06099 -0.16082 0.805 -2.303 0.049
C -2.16639 -0.17681 -0.27859 5.484 1.351 -4.808
```
Positions in Å, forces in eV/Å.

(3)
The following is a DFT calculation (ωB97M-V/def2-TZVPD) of a structure of composition C10H15NO3SSi in a non-equilibrium geometry.

Output
HOMO level (eV): -8.2323
ΔE to the lowest compared entry with this formula, charge and spin (kcal/mol): 26.6

The geometry in XYZ format:
```
31
Properties=species:S:1:pos:R:3:forces:R:3
O 0.63080 -0.45815 1.58430 -0.756 1.233 -1.339
H -0.84016 -3.33032 -0.91855 0.028 0.107 -0.181
N 0.74167 -1.95226 -1.13728 -0.446 -0.047 1.492
C -0.79668 2.08357 1.32752 0.665 -2.677 -1.173
H 2.22280 -0.82315 -1.90320 -0.171 0.103 -0.561
H 2.53832 -1.14618 1.79988 -0.634 -0.213 -0.290
H 1.15905 -2.94858 0.60361 -0.730 -1.545 1.392
H 1.13531 -1.47560 -3.19536 -0.223 0.628 0.884
C -2.03604 2.71353 1.12933 -0.883 -0.168 -0.454
H 1.06770 2.44549 2.12667 1.070 0.355 0.584
C 0.09551 2.83151 1.97994 0.175 0.773 0.169
H -0.61102 0.19845 -2.02358 -1.436 -0.086 -0.481
C 1.16914 -1.01396 -2.16491 0.424 -0.422 0.705
C 0.43078 0.30974 -2.00773 3.228 1.772 -2.006
C -1.99351 3.98007 1.55792 0.499 0.848 0.796
H -1.06034 -1.67928 1.24516 -0.093 -0.848 -1.416
H 2.34545 -0.05540 0.49270 -0.545 -1.021 -0.182
C -1.47571 -1.56723 0.19940 -0.759 -2.524 -0.401
O -1.56846 -0.22350 -0.04568 0.777 2.110 0.009
S -0.47501 4.42009 2.34043 -0.923 -0.804 -0.729
H 2.52724 -2.54980 -0.41480 0.298 0.310 1.078
H 0.82279 1.07252 -2.74857 -0.935 -1.165 0.021
H -1.16530 -1.93686 -1.97171 -0.185 0.022 0.158
Si -0.17276 0.50974 0.45395 -0.640 2.098 1.410
O 0.83687 0.97036 -0.81072 -1.488 -0.906 1.687
H -2.52026 -1.95474 0.25440 0.659 -0.087 -0.296
C -0.69551 -2.24419 -1.03725 0.201 -0.505 2.034
C 1.63687 -2.17350 0.11345 -0.574 2.453 -3.847
C 1.80767 -0.90732 0.98693 3.174 -0.875 0.650
H -2.80849 4.64641 1.46946 -0.496 0.844 0.240
H -2.94874 2.25857 0.71430 0.718 0.237 0.047
```
Positions in Å, forces in eV/Å.

(4)
The following is a DFT calculation (ωB97M-V/def2-TZVPD) of a cluster of 15 separate species, C31H92N8O15 in total in a non-equilibrium geometry.

Output
HOMO level (eV): -9.6244
ΔE to the lowest compared entry with this formula, charge and spin (kcal/mol): 0.0

The geometry in XYZ format:
```
146
Properties=species:S:1:pos:R:3:forces:R:3
O -2.61039 0.00627 -1.69098 0.530 1.598 0.495
H -1.72678 2.21446 8.10143 -0.379 0.036 -1.108
H 3.50151 -4.55374 -3.44503 0.638 -0.637 0.019
H -4.05340 -3.58116 3.23656 0.566 -0.020 -0.201
H 0.34809 6.75778 -3.48307 -1.184 1.605 0.991
C 6.44569 -2.92497 -2.76033 1.032 0.832 2.254
O -4.13558 -1.86082 1.57034 0.637 0.093 0.229
H -3.65560 1.09760 -4.12238 0.131 -0.286 -0.740
C 4.95811 -3.17208 -2.70604 -0.414 -1.531 -1.912
O -0.00832 1.88640 5.90095 0.535 -0.186 0.540
H 1.03309 -3.94298 3.83842 -0.258 -0.367 0.269
H 1.58835 -1.57362 -3.45765 -0.244 0.367 -0.363
C 0.39773 -2.05839 -5.20920 1.014 -1.547 -0.664
H -0.03029 -2.99534 -4.80217 0.460 0.495 0.323
H -2.92645 3.07663 7.04428 0.269 -0.193 0.373
H 0.96899 2.48520 -2.92666 -0.210 1.060 -0.821
H 1.44810 3.33259 -4.49506 0.187 -0.139 0.572
H -2.45040 2.69238 -1.80470 0.234 -0.220 -0.476
C 3.17414 3.23284 5.87103 -1.048 -0.917 -0.170
H -3.99354 3.42387 -4.75570 0.500 -0.394 -0.554
H 0.69307 2.07062 6.58996 -1.209 0.165 -1.023
H 4.42470 -2.38857 -3.26807 0.235 -0.113 -0.042
H 2.59514 1.28879 -1.36518 0.379 -0.356 -0.008
H 5.21415 -0.03022 -0.46636 0.401 -0.735 -0.344
H 1.28143 -2.39354 -5.87069 -1.418 0.620 0.694
N -3.19080 -3.57485 2.69582 -0.127 0.146 0.651
C -2.14663 2.28888 7.05705 -0.438 1.210 1.232
N -1.78482 -4.74506 -1.56859 -1.650 0.461 -0.623
O -0.89342 4.58745 -3.48170 0.379 0.884 0.527
H -1.20950 -3.09463 1.11368 0.051 0.341 -0.256
H 2.25880 -3.95035 -1.82562 0.065 -0.062 -0.168
C 3.41969 0.55609 -1.47607 0.834 0.684 1.046
H 2.43511 -0.27826 -5.28823 0.195 0.259 -0.731
H 0.76465 1.25849 2.62769 -0.590 -0.108 0.085
H -2.64044 5.47462 0.85490 -0.295 -0.569 -0.117
H -2.75122 -5.05826 -1.39826 1.016 -0.071 0.248
O -0.69495 -4.81462 2.90795 1.200 0.365 1.712
C 4.58383 0.83903 -0.47037 0.131 0.140 0.073
H -3.42828 2.75507 -0.39695 -0.368 1.161 1.003
C 0.90094 -1.05345 -4.16625 -1.144 -1.649 0.681
H 2.13404 1.78440 4.45352 0.340 0.353 0.466
C 0.30747 -4.74774 4.04442 -2.231 -0.499 -1.671
H 4.19012 3.30528 6.25599 0.090 0.174 -0.124
H -1.07929 3.70868 -3.75554 -0.451 -1.651 -0.490
H 0.78698 0.52868 -5.51645 0.386 -0.169 -0.362
H -1.88407 -0.31212 -5.51693 -0.627 0.353 -0.288
O 0.35093 -4.90187 0.47543 1.522 0.413 -0.898
C -3.05671 5.34866 1.85561 -0.416 1.252 0.978
H 5.00804 -5.37350 -2.73150 -0.360 0.282 -0.281
H -4.64867 1.10183 0.40168 -0.137 -0.226 0.137
C 1.52161 0.08221 -4.83820 1.005 1.992 0.331
O -3.77627 3.11027 1.72217 -0.318 0.359 -0.560
H 3.92212 -2.33467 -1.27112 0.684 -0.795 -0.057
H -0.28759 -4.58374 4.95223 0.087 0.687 -0.411
O 2.26650 3.18688 7.01881 0.425 -0.138 -0.671
C -2.98659 3.96767 2.49215 -0.005 1.714 -0.286
H -4.27264 2.42961 -6.22473 -0.423 0.059 0.007
H 0.77316 5.80533 -4.77161 0.861 0.165 0.387
H 6.84498 -2.69600 -3.77654 -0.399 0.024 0.915
H -3.18949 1.46935 4.64347 0.000 -0.569 0.208
N -3.06406 2.24822 -1.15427 -0.244 -1.730 -0.150
H -4.12586 5.63770 1.91001 0.505 -0.044 -0.576
H -4.17230 -0.53940 0.08561 -0.042 -0.631 0.270
H -2.74363 3.27690 -6.13617 -0.814 -0.513 1.098
H 1.56894 -6.39129 3.40816 0.050 0.240 0.027
H -2.54680 6.15414 2.43415 -0.135 -0.809 0.028
O 2.92062 -0.76015 -1.17689 -0.557 0.576 -0.695
H -0.23883 -5.14117 2.09980 0.069 0.407 0.201
C 0.13090 0.86929 0.64431 -0.327 0.866 -0.650
H -3.27429 0.02767 -6.62055 -0.462 0.054 0.473
C -1.79043 -3.43669 -2.03788 1.473 0.393 0.399
H -0.77392 0.41785 1.04976 -0.240 0.304 0.222
H -0.77521 2.39847 -0.64658 0.205 0.137 0.067
C -3.14034 -2.58248 1.78643 0.544 -0.205 -1.841
H 2.91260 4.10731 5.24114 0.281 -0.462 0.266
C -2.52313 0.47345 -5.97304 2.195 1.045 -0.421
C -0.13941 2.35032 0.23421 0.963 -0.026 0.468
C -3.17293 0.46688 4.19712 0.375 -2.051 -0.839
N 2.62274 -4.54030 0.44055 1.488 0.472 1.031
H -2.39875 -0.76928 5.81141 0.218 -0.240 -1.106
H -1.82624 1.04204 -6.71743 -1.027 -0.831 1.295
H 3.06919 1.03517 5.77770 -0.075 0.483 -0.206
C -1.13749 2.73822 6.04968 0.608 0.164 -0.658
H -1.36698 1.06691 -3.88155 0.668 -0.400 0.554
H -3.29995 0.00295 2.23303 0.278 0.216 0.851
H 1.94325 -0.63837 -0.96946 0.999 -0.147 0.031
H 2.33937 4.01609 7.49738 0.012 0.048 0.022
H -0.62250 -1.23278 -2.90631 0.363 0.236 -0.614
C 1.43141 -4.59647 -0.14679 -2.615 -0.738 0.930
H 1.99401 1.58842 1.58616 0.439 -0.784 -0.697
H 0.83061 2.94468 0.07025 -1.293 -0.992 0.081
O 0.48245 -0.00818 -0.45086 0.888 0.147 0.670
C 0.86281 -6.11755 4.20206 0.674 -1.455 -0.694
C 4.60712 -4.55761 -3.35566 -0.239 1.466 0.022
H 1.39648 -6.20261 5.13543 0.197 -0.165 0.430
H -3.61731 2.25619 2.10160 0.185 -1.504 0.318
C 0.96279 5.94828 -3.68186 1.498 -1.171 -1.862
H 2.01665 6.18010 -3.42374 -0.581 -0.158 -0.365
H -3.35222 4.04521 3.50787 -0.423 0.025 0.438
O -0.73735 -2.85138 -2.32533 0.467 -0.594 0.396
H -0.67180 2.83066 1.08730 0.289 -0.266 -0.657
N -2.92236 -2.72674 -2.15559 -0.487 -0.271 0.098
H 3.38101 -4.09399 -0.11813 -0.450 -0.671 0.903
H 0.59608 -4.09508 -1.91284 -1.539 0.567 -0.600
H 0.49901 4.81649 -1.96773 -0.214 -0.233 -0.243
N -4.09424 0.43386 -0.10729 0.189 2.239 -0.003
N -2.00794 -2.49268 0.95066 -1.852 -1.570 3.063
H -1.12768 -4.92199 -0.80123 0.064 -0.034 -0.188
C 1.18961 0.85512 1.70661 -0.189 -0.541 1.297
C 3.03788 1.89145 5.07640 0.429 0.274 0.342
C -3.52587 2.74151 -5.50128 0.502 0.695 -0.647
H -1.96871 -1.41653 4.14076 -0.469 -0.110 -0.162
H -3.69511 -3.23988 -1.80706 -1.062 0.159 0.420
H 5.03878 -4.58905 -4.36637 -0.121 -0.204 0.276
H -2.34222 -4.01976 3.05872 -0.236 -0.018 -0.439
H 3.84683 0.71774 -2.50875 -0.589 -0.780 0.776
H 1.80500 0.92183 -4.14809 -0.208 -0.979 -0.350
C 1.35707 3.44204 -3.39834 -0.459 -0.378 1.002
H 4.36045 0.91120 0.62278 -0.520 0.411 -0.994
H -0.79525 3.71347 6.36415 0.208 0.557 0.055
H 5.27587 1.64496 -0.78674 -0.699 -0.062 0.191
H 0.09605 -6.92775 4.13169 0.262 0.945 0.365
H 2.34523 3.48787 -2.86503 -0.610 0.553 -0.882
H -1.17312 -0.01747 4.84827 0.223 0.067 -0.213
H 6.61611 -2.10136 -1.96277 0.150 -0.774 -1.724
H -2.05986 -1.73767 0.34063 0.593 1.270 -1.249
H -1.97867 3.63911 2.59940 1.008 -0.555 -0.235
H 3.92656 1.77819 4.43066 -0.365 0.138 0.148
H 1.43896 -0.19421 1.98831 0.522 0.818 -0.445
C -3.17422 0.90054 -0.99971 -0.414 -2.039 -1.298
O -2.84795 0.64330 2.83211 -0.273 0.745 -1.799
H -2.68609 1.40931 6.80970 -0.088 -1.112 -0.209
C -2.12604 -0.52841 4.73929 -0.296 1.312 2.418
H -2.81126 -1.74662 -1.82552 -0.394 -0.241 -0.753
H -4.14038 -0.04227 4.22085 -0.266 0.476 0.447
O -1.79588 1.90086 -4.09107 -0.451 -0.128 -0.843
O -0.20274 -0.52197 -3.45960 -0.710 0.141 1.116
N 1.41899 -4.37161 -1.46154 1.968 -0.261 0.103
O 4.42387 -3.19621 -1.41164 -0.843 1.425 1.143
H -0.44038 -1.67325 -5.79658 0.523 0.373 -0.220
H 7.02144 -3.77847 -2.31027 -0.578 0.449 -0.647
C 0.45989 4.68421 -3.07011 0.634 -0.601 1.279
H 2.68643 -4.62307 1.46974 -0.101 0.140 -1.369
C -2.94449 1.48766 -4.88110 -0.093 0.446 0.300
H 0.03993 0.20711 -1.26641 -0.755 0.289 -0.624
H -1.60997 2.91143 5.04171 0.515 -0.491 0.810
```
Positions in Å, forces in eV/Å.

Values of frontier orbital gap, in order: 9.4, 10.3, 9.1, 10.1, all in eV.
Values of LUMO, in order: -0.010, 0.039, 0.032, 0.018, all in Eh.